Arrangement one

The following is a DFT calculation (ωB97M-V/def2-TZVPD) of a molecular structure, C2H3N5O.

Values from the calculation:
Total charge   0
Highest occupied orbital energy   -10.144 eV
E_LUMO   -0.579 eV

```
11
C2H3N5O | the Open Molecules 2025 dataset | ωB97M-V/def2-TZVPD
O 0.34764 1.81205 0.16678
N 2.22183 0.27487 -0.00288
N 0.11256 -0.48120 -0.07764
N 2.14016 -1.08737 -0.07510
N -2.37436 -0.10307 -0.23435
N 0.91490 -1.57258 -0.19754
C 0.84911 0.60365 0.17571
C -1.32389 -0.90058 0.39448
H 0.92476 2.46251 -0.14530
H -2.16708 1.00291 -1.26100
H -1.64563 -2.01121 1.25683
```

***

Arrangement two

The following is a DFT calculation (ωB97M-V/def2-TZVPD) of C2H3N5O in the gas phase.

Values from the calculation:
Total charge   0
Structure (SMILES)   Nc1nn[nH]c(=O)n1
Highest occupied orbital energy   -10.120 eV
E_LUMO   -1.008 eV

```
11
C2H3N5O | the Open Molecules 2025 dataset | ωB97M-V/def2-TZVPD
O 0.62798 1.30502 -2.07387
N -2.10981 -1.03242 0.99560
N 1.44601 -0.56121 0.74003
N 1.47031 0.67430 -0.02886
N 0.31758 -1.17541 1.05922
N -0.95896 0.54140 -0.29289
C 0.32266 0.83540 -0.90177
C -0.89746 -0.59559 0.47836
H -2.31570 -1.54161 2.01479
H 2.34640 0.84574 -0.49045
H -2.76160 -0.30977 0.29531
```

***

Arrangement three

The following is a DFT calculation (ωB97M-V/def2-TZVPD) of C2H3N5O in the gas phase.

Values from the calculation:
Total charge   0
Structure (SMILES)   [H]/N=c1\nn[nH]n1C=O
Highest occupied orbital energy   -10.195 eV
E_LUMO   -0.442 eV

```
11
C2H3N5O | the Open Molecules 2025 dataset | ωB97M-V/def2-TZVPD
O -0.39292 2.48299 1.04464
N 1.89430 -0.76462 -0.31325
N 1.48278 0.28111 0.38756
N 0.03370 0.16621 0.59777
N 0.99385 -1.40756 -0.96249
N -1.47580 -1.00316 -0.87119
C -0.81106 1.29065 0.70315
C -0.31080 -0.72347 -0.56365
H -1.92557 1.08536 0.59196
H 2.05380 0.14061 1.29452
H -1.54228 -1.54812 -1.90903
```

***

arrangement two is favored, and the nearest alternative lies 0.383 eV above it.

***

Arrangement one

The following is a DFT calculation (ωB97M-V/def2-TZVPD) of a molecular structure, C3H3BeO2.

Values from the calculation:
Total charge   0
2S+1   2
Expectation value of S²   0.771
Highest occupied orbital energy (alpha / beta)   -6.931 / -9.344 eV
E_LUMO (alpha / beta)   -1.417 / -0.835 eV

```
9
C3H3BeO2 | the Open Molecules 2025 dataset | ωB97M-V/def2-TZVPD
O -0.76221 1.93115 0.00295
O 1.74708 -0.31223 -0.63390
C -0.92681 -0.60457 0.11072
C -0.27802 0.84101 -0.21548
C 1.07119 0.42342 0.15176
Be 2.56435 0.55402 0.07512
H -1.98475 -0.41391 0.32739
H -0.85342 -1.22959 -0.79305
H -0.57741 -1.18930 0.97449
```

***

Arrangement two

The following is a DFT calculation (ωB97M-V/def2-TZVPD) of a molecular structure, C3H3BeO2.

Values from the calculation:
Total charge   0
2S+1   2
Expectation value of S²   0.759
Highest occupied orbital energy (alpha / beta)   -8.186 / -8.669 eV
E_LUMO (alpha / beta)   -1.492 / -1.704 eV

```
9
C3H3BeO2 | the Open Molecules 2025 dataset | ωB97M-V/def2-TZVPD
O -0.94230 -0.17770 -0.53399
O -0.56067 -2.33568 -0.59346
C 1.18971 0.33229 0.16758
C -0.21211 0.87173 0.17182
C -0.80214 -1.41828 0.22881
Be 0.61888 -0.68509 -1.36085
H -0.65792 0.94228 1.18390
H 1.76047 0.62793 1.05978
H -0.39391 1.84251 -0.32358
```

***

arrangement one is favored, and the nearest alternative lies 0.492 eV above it.

***

Arrangement one

The following is a DFT calculation (ωB97M-V/def2-TZVPD) of 2 unconnected molecules or ions with the total composition C3H9S2.

Values from the calculation:
Total charge   -1
Highest occupied orbital energy   -2.666 eV
E_LUMO   3.595 eV

```
14
C3H9S2 | the Open Molecules 2025 dataset | ωB97M-V/def2-TZVPD
S 1.47150 -0.71276 1.91524
S -1.17193 -0.12773 -0.41435
C -0.84671 1.52049 -0.99702
C 1.80054 -1.65720 0.44942
C -1.65308 1.77816 -2.25606
H 2.90486 -1.63600 0.26977
H 0.22967 1.68457 -1.18361
H -2.70765 1.61297 -2.03059
H -1.51024 2.83863 -2.68421
H -1.15310 2.26762 -0.21095
H 1.48630 -2.71124 0.57169
H 1.28003 -1.13595 -0.39136
H 0.19780 -0.42532 1.52878
H -1.32517 1.10374 -3.06178
```

***

Arrangement two

The following is a DFT calculation (ωB97M-V/def2-TZVPD) of 2 unconnected molecules or ions with the total composition C3H9S2.

Values from the calculation:
Total charge   -1
Highest occupied orbital energy   -2.473 eV
E_LUMO   3.412 eV

```
14
C3H9S2 | the Open Molecules 2025 dataset | ωB97M-V/def2-TZVPD
S 1.99670 1.43649 1.29514
S -1.42777 -0.58689 -0.24466
C 1.60493 0.84268 -0.41506
C 1.10448 0.41951 2.36508
C -2.28517 -1.12249 -1.78731
H 0.57301 0.94400 3.11535
H -2.65818 -0.45806 -2.67076
H 0.39897 0.97372 -0.50636
H 0.33309 -0.04930 1.65137
H 1.76845 -0.20811 -0.66302
H 1.70759 -0.37547 2.91888
H -1.73587 -2.00457 -2.21905
H -3.31254 -1.39888 -1.70080
H 1.93231 1.58734 -1.13880
```

***

arrangement one is favored, and the nearest alternative lies 1.411 eV above it.

***

Arrangement one

The following is a DFT calculation (ωB97M-V/def2-TZVPD) of 8 unconnected molecules or ions with the total composition C8H32O8.

Values from the calculation:
Total charge   0
Structure (SMILES)   CO.CO.CO.CO.CO.CO.CO.CO
Highest occupied orbital energy   -9.231 eV
E_LUMO   0.165 eV

```
48
C8H32O8 | the Open Molecules 2025 dataset | ωB97M-V/def2-TZVPD
O 5.13293 14.68829 -18.67016
O 7.73094 17.57868 -14.77880
O 8.67805 13.55737 -16.37975
O 10.53534 12.36563 -17.13365
O 9.01355 16.14033 -19.23865
O 9.97993 18.60926 -16.51116
O 7.33647 11.58422 -13.85478
O 8.06994 10.15892 -17.78459
C 8.19797 11.31638 -15.04307
C 6.43961 14.27929 -18.29397
C 8.16094 11.57466 -17.91440
C 11.41988 13.23714 -17.82109
C 7.25291 17.36347 -16.09534
C 9.91067 17.47011 -17.38669
C 8.85346 14.64069 -17.33302
C 10.26890 16.39912 -19.92320
H 9.93221 18.27797 -15.61139
H 10.15629 17.84939 -18.37861
H 8.28686 15.93794 -19.83241
H 7.94460 11.95743 -16.91701
H 11.30589 14.25852 -17.45790
H 10.38750 17.48037 -19.99343
H 7.56925 10.68411 -15.67000
H 7.07441 18.16228 -14.39153
H 8.19438 15.50366 -17.23821
H 12.48723 13.03162 -17.73972
H 10.22362 15.93244 -20.90721
H 8.55997 12.21246 -15.54716
H 9.50863 13.07615 -16.36699
H 9.12058 11.88125 -18.33056
H 4.47047 14.07133 -18.35064
H 7.51694 10.91445 -13.19112
H 11.11072 15.92094 -19.42241
H 11.06014 11.56245 -17.10079
H 7.17166 14.22586 -19.09978
H 8.99600 10.66765 -14.68200
H 6.52174 13.30676 -17.80864
H 8.78276 14.40679 -18.39528
H 6.38661 16.72123 -16.25387
H 8.72027 9.85633 -17.14654
H 10.61545 16.67181 -17.15407
H 7.00554 18.32465 -16.54597
H 7.42201 12.01637 -18.58296
H 8.91859 17.01921 -17.36304
H 6.77705 14.95871 -17.51125
H 11.23394 13.30441 -18.89301
H 8.04071 16.80221 -16.59780
H 9.85310 15.06408 -17.23523
```

***

Arrangement two

The following is a DFT calculation (ωB97M-V/def2-TZVPD) of 8 unconnected molecules or ions with the total composition C8H32O8.

Values from the calculation:
Total charge   0
Structure (SMILES)   CO.CO.CO.CO.CO.CO.CO.CO
Highest occupied orbital energy   -9.417 eV
E_LUMO   0.159 eV

```
48
C8H32O8 | the Open Molecules 2025 dataset | ωB97M-V/def2-TZVPD
O -6.86523 -3.71788 19.02468
O -7.25899 -6.78790 12.29086
O -9.63317 -6.03345 16.35275
O -11.77130 -4.82155 17.75064
O -10.36070 -8.76406 17.09031
O -8.17190 -3.64207 16.46069
O -14.15202 -4.07737 16.56909
O -8.19964 -9.33633 11.76345
C -11.09373 -3.85805 18.55089
C -7.11946 -3.62137 15.50595
C -9.97758 -6.23313 14.98179
C -8.14602 -6.09622 11.40774
C -13.98884 -4.63309 15.29137
C -11.71401 -8.70478 17.51487
C -6.77940 -5.13685 19.17272
C -9.34091 -9.51614 12.60958
H -7.52199 -3.43306 14.51168
H -7.64917 -5.84167 10.47113
H -10.04290 -7.85503 17.03946
H -9.00395 -6.73645 11.22881
H -10.58986 -7.13212 14.91386
H -11.83848 -8.06160 18.39034
H -9.64445 -8.55309 13.02646
H -13.95724 -5.72858 15.32344
H -9.13313 -5.19732 16.42610
H -10.35580 -4.36843 19.17640
H -13.03934 -4.33648 14.82868
H -11.10756 -5.28250 17.20061
H -11.84290 -3.37024 19.17137
H -6.29840 -3.26738 19.65119
H -6.96117 -5.65424 18.23713
H -6.57047 -4.56493 15.53189
H -12.32434 -8.33715 16.68112
H -6.42418 -2.80107 15.69617
H -7.83129 -8.48854 12.05516
H -10.60066 -3.08503 17.95486
H -5.82179 -5.43100 19.60570
H -6.49664 -6.24160 12.49286
H -9.06072 -6.37365 14.40193
H -14.81052 -4.31594 14.65674
H -7.82241 -3.33555 17.30947
H -9.04843 -10.16105 13.44304
H -8.48491 -5.17059 11.88108
H -7.52684 -5.43269 19.91508
H -13.40979 -4.40043 17.12877
H -10.15760 -9.98313 12.06284
H -12.11438 -9.67769 17.79626
H -10.57249 -5.40610 14.58116
```

***

arrangement two is favored, and the nearest alternative lies 7.138 eV above it.

***

Arrangement one

The following is a DFT calculation (ωB97M-V/def2-TZVPD) of a molecular structure, C10H12O2.

Values from the calculation:
Total charge   0
Highest occupied orbital energy   -8.788 eV
E_LUMO   0.674 eV

```
24
C10H12O2 | the Open Molecules 2025 dataset | ωB97M-V/def2-TZVPD
O -1.74827 -0.69166 -0.45497
O -2.72105 0.54592 1.22968
C -3.93123 -1.11816 -0.22975
C 1.81222 0.04091 -0.19839
C -0.50810 1.43556 -0.58612
C 3.88832 -1.22105 0.83033
C 1.95136 1.45090 0.05978
C 3.15211 -0.75509 -0.47243
C 0.67500 2.19128 -0.05105
C 0.64386 -0.69010 -0.14672
C -2.71025 -0.25942 0.37665
C -0.49521 -0.05018 -0.32263
H 3.74506 -0.34833 -1.29644
H 3.12970 -1.80642 1.14146
H -3.78696 -0.52130 -1.42110
H 2.97173 -1.57858 -1.08522
H 4.58047 -2.18269 0.51110
H 0.33306 3.24403 0.08080
H -5.06235 -1.00982 0.28278
H -1.37980 1.73546 -0.76555
H 3.15164 1.78123 0.21701
H -3.85181 -2.19190 -0.31797
H 0.82166 -1.66934 -0.46435
H 4.23376 -0.43430 1.36178
```

***

Arrangement two

The following is a DFT calculation (ωB97M-V/def2-TZVPD) of C10H12O2 in the gas phase.

Values from the calculation:
Total charge   0
Structure (SMILES)   C=CCc1ccc(O)c(OC)c1
Highest occupied orbital energy   -8.343 eV
E_LUMO   0.853 eV

```
24
C10H12O2 | the Open Molecules 2025 dataset | ωB97M-V/def2-TZVPD
O -2.26555 -1.27507 0.68073
O -3.48813 0.96293 -0.11637
C -1.46289 -0.26585 0.27353
C 2.18689 0.37546 0.61239
C 0.76223 0.51654 0.25352
C -2.98743 -1.96656 -0.45373
C 2.84224 -0.88024 -0.02550
C 4.04811 -0.48054 -0.48954
C -0.15516 -0.54511 0.37774
C -1.14613 2.09320 -0.03400
C 0.25585 1.80420 0.04294
C -2.02953 0.95337 0.01313
H -3.94637 -1.34647 -0.70095
H 2.76201 -1.94204 0.19941
H -2.22071 -2.16446 -1.18819
H 4.96649 -0.94839 -0.75505
H -3.17753 -2.87709 0.08981
H 2.20489 0.31953 1.67539
H 2.76236 1.22164 0.36782
H 4.22734 0.55163 -0.68197
H 0.08270 -1.58621 0.68333
H -3.71799 1.89236 -0.04731
H -1.47128 3.05238 -0.51395
H 0.96759 2.53478 -0.26319
```

***

arrangement two is favored, and the nearest alternative lies 2.337 eV above it.